1.
{"formula": "C6H10", "method": "ωB97M-V/def2-TZVPD", "species": ["C", "C", "C", "C", "C", "C", "H", "H", "H", "H", "H", "H", "H", "H", "H", "H"], "positions_angstrom": [[1.733316, -0.546652, 0.400939], [0.657067, 0.131468, -0.738090], [0.203556, -1.232857, -0.781559], [-2.262086, 0.189070, 0.464026], [-1.350194, 1.196856, 0.349236], [-0.027886, 1.229365, -0.156130], [1.220245, -0.733129, 1.344840], [2.396870, 0.314461, 0.543224], [2.359003, -1.383177, 0.082483], [1.358830, 0.372972, -1.542897], [0.657712, -1.919194, -1.492280], [-0.508289, -1.654572, -0.086977], [-2.078337, -0.860672, 0.319717], [-3.277041, 0.437129, 0.729219], [-1.712897, 2.182892, 0.647407], [0.527868, 2.164804, -0.114343]], "forces_ev_per_a": [[0.62, 1.31, 0.32], [1.56, -1.28, 0.49], [-1.32, -1.01, -1.15], [-0.02, -0.05, 0.02], [0.42, 0.53, -0.14], [-0.80, 0.25, 0.37], [0.04, -0.07, -0.23], [0.14, -0.15, 0.20], [-0.29, 0.11, -0.05], [-0.29, 0.12, 0.04], [-0.05, 0.18, 0.22], [0.27, 0.17, -0.10], [0.08, 0.07, -0.10], [-0.10, 0.09, 0.13], [0.00, -0.15, -0.04], [-0.23, -0.13, 0.03]], "de_lowest_kcal_mol": 107.0, "homo_energy_ev": [-6.5, -7.1], "total_charge": 0, "total_energy_ev": -6379.2214}

---

2.
{"formula": "C6H10", "method": "ωB97M-V/def2-TZVPD", "species": ["C", "C", "C", "C", "C", "C", "H", "H", "H", "H", "H", "H", "H", "H", "H", "H"], "positions_angstrom": [[2.239655, 0.208176, 0.164417], [0.738109, 0.065333, 0.016917], [-0.060112, 1.132344, -0.078014], [-1.501028, 0.759192, -0.322710], [-1.536602, -0.647976, 0.287907], [-0.147237, -1.194180, -0.083699], [2.824360, -0.351491, -0.576673], [2.514067, 1.264843, 0.038422], [2.604383, -0.094757, 1.153603], [0.283282, 2.159082, 0.010779], [-2.220780, 1.472195, 0.089583], [-1.682947, 0.701118, -1.408470], [-1.635705, -0.553055, 1.377663], [-2.331362, -1.309856, -0.073565], [-0.211173, -1.549654, -1.126457], [0.123085, -2.061314, 0.530293]], "forces_ev_per_a": [[-0.04, -0.08, 0.03], [-0.19, 0.23, 0.05], [0.07, -0.02, 0.00], [-0.07, 0.03, 0.02], [-0.02, -0.07, -0.02], [0.15, 0.02, 0.03], [-0.29, -0.06, 0.08], [-0.14, -0.26, 0.05], [-0.16, -0.11, -0.13], [0.01, -0.09, -0.23], [0.04, -0.18, 0.05], [-0.03, 0.07, 0.16], [0.09, -0.09, -0.18], [0.01, 0.26, 0.00], [0.29, 0.06, 0.15], [0.27, 0.29, -0.04]], "de_lowest_kcal_mol": 4.7, "homo_energy_ev": -8.8, "smiles": "CC1=CCCC1", "total_charge": 0, "total_energy_ev": -6383.6573}

---

3.
{"formula": "C6H10B2N2", "method": "ωB97M-V/def2-TZVPD", "species": ["H", "B", "N", "H", "B", "N", "C", "C", "C", "C", "C", "C", "H", "H", "H", "H", "H", "H", "H", "H"], "positions_angstrom": [[-2.613772, 2.550790, 1.378773], [-2.886400, 1.694785, 0.721245], [-2.939894, 0.867113, -0.254180], [-2.589746, 0.379046, -1.007927], [3.055798, 1.101064, -0.070237], [1.979304, 0.664016, 0.642789], [0.930904, -0.189018, 0.266874], [0.296936, -0.047069, -1.000411], [-0.764091, -0.810393, -1.432592], [-1.315765, -1.739465, -0.492036], [-0.851221, -1.756472, 0.785221], [0.211036, -0.974701, 1.195848], [4.005423, 1.778928, 0.486296], [3.168635, 0.701680, -1.115668], [2.005132, 0.818913, 1.639460], [0.725173, 0.732523, -1.695983], [-1.123668, -0.760434, -2.376989], [-2.218202, -2.337736, -0.712354], [-1.341088, -2.493348, 1.499692], [0.524636, -0.963528, 2.242055]], "forces_ev_per_a": [[-0.09, 1.16, 1.47], [0.18, -3.13, -4.17], [-0.71, 3.34, 4.12], [0.27, -1.01, -1.24], [2.35, 1.23, 1.27], [-0.60, -0.44, 1.51], [-2.89, 0.06, -0.41], [1.85, 1.12, -0.91], [0.96, -1.81, 4.30], [-0.67, 0.63, -1.77], [-0.60, -1.56, 1.59], [1.58, 0.65, -0.06], [-1.59, -0.85, -0.67], [0.20, -0.29, -1.91], [-0.17, 0.11, 0.09], [-0.45, -1.00, 0.79], [-1.08, 0.38, -2.80], [0.75, 0.32, -0.19], [0.72, 1.29, -0.77], [-0.01, -0.20, -0.24]], "de_lowest_kcal_mol": 10.7, "homo_energy_ev": -8.8, "smiles": "[H]/B=N\\[H].BNc1ccccc1", "total_charge": 0, "total_energy_ev": -10716.4760}

---

4.
{"formula": "C6H10BF2O4S", "method": "ωB97M-V/def2-TZVPD", "species": ["C", "C", "C", "O", "B", "S", "O", "O", "F", "O", "C", "C", "C", "F", "H", "H", "H", "H", "H", "H", "H", "H", "H", "H"], "positions_angstrom": [[2.156462, -1.817273, 0.568378], [1.376001, -1.119280, 1.407578], [0.843903, 0.225908, 1.034238], [1.324379, 0.777399, -0.154339], [0.433447, 1.899620, -0.381927], [-0.168208, 1.690601, -2.274443], [0.085188, 0.354412, -2.767619], [-1.513496, 2.155870, -2.513815], [0.818948, 2.613538, -3.166305], [-0.655534, 1.851784, 0.567019], [-0.658499, 0.529405, 1.152848], [-1.670732, -0.271552, 0.314259], [-1.261552, -1.664048, -0.105697], [-2.830752, -0.413691, 1.115271], [2.675460, -1.273223, -0.208789], [2.256344, -2.894387, 0.588690], [1.143538, -1.471030, 2.406548], [1.259074, 0.896312, 1.820347], [0.896612, 3.025159, -0.334784], [-0.968417, 0.634407, 2.187660], [-1.947703, 0.307544, -0.559558], [-0.629830, -1.612375, -0.989485], [-2.169196, -2.194316, -0.398094], [-0.795437, -2.230783, 0.692017]], "forces_ev_per_a": [[-0.30, 0.46, 0.42], [0.42, -0.43, -1.28], [1.44, 0.76, 2.05], [-0.69, -0.44, -0.28], [0.58, 1.33, 0.71], [-0.86, -1.46, -0.13], [0.25, 0.08, -0.15], [0.23, 0.67, -0.14], [-0.11, 0.23, 0.02], [-0.01, -0.56, 0.26], [0.03, 1.07, -1.92], [0.33, -0.93, 0.77], [-0.53, -0.06, -0.25], [-0.17, 0.13, -0.01], [-0.60, -0.16, -0.61], [0.61, 0.01, 0.65], [-0.70, -0.37, -0.20], [-0.25, -0.08, 0.24], [0.24, -0.10, -0.38], [-0.17, -0.34, 0.12], [-0.14, 0.18, 0.02], [0.32, 0.01, 0.11], [-0.08, 0.00, -0.06], [0.15, 0.00, 0.04]], "homo_energy_ev": -5.4, "total_charge": -1, "total_energy_ev": -31523.5240}

---

5.
{"formula": "C6H10BeO6", "method": "ωB97M-V/def2-TZVPD", "species": ["O", "C", "O", "C", "C", "C", "C", "O", "C", "O", "O", "H", "H", "H", "H", "H", "H", "H", "H", "H", "Be", "O", "H"], "positions_angstrom": [[-0.993192, 2.181235, 2.288000], [-1.270646, 2.480268, 1.146996], [-0.694729, 2.084535, 0.013143], [0.625698, 1.446396, 0.092416], [1.021620, 0.868638, -1.245006], [0.258971, -0.365897, -1.743972], [-0.183629, -1.364353, -0.696155], [0.963006, -1.834584, 0.025171], [0.741465, -2.718679, 0.982154], [-0.330000, -3.190724, 1.278321], [1.902936, -3.051696, 1.530414], [0.564408, 0.691111, 0.883090], [1.323997, 2.230884, 0.402408], [2.086134, 0.623339, -1.120922], [0.977774, 1.655338, -2.011383], [0.880464, -0.874869, -2.493289], [-0.654039, -0.063840, -2.275432], [-0.677002, -2.219704, -1.174969], [-0.889163, -0.924071, 0.021913], [1.778927, -3.824677, 2.095871], [-2.052794, 1.917449, -0.896955], [-2.583454, 2.274418, 0.921548], [-2.796750, 1.979484, 1.976636]], "forces_ev_per_a": [[2.12, 2.48, -1.71], [-0.81, -4.85, 5.74], [-0.79, 1.39, -3.12], [2.74, -0.87, 0.03], [0.06, 0.16, -0.11], [0.37, -0.05, 0.39], [0.22, -0.79, 0.35], [0.06, 1.72, -1.22], [-0.57, -2.12, 1.25], [0.29, 0.77, -0.41], [0.15, 0.42, -0.38], [-0.26, 0.18, -0.08], [-0.29, -0.06, -0.07], [-0.22, 0.04, 0.00], [0.25, -0.07, 0.11], [-0.26, 0.23, 0.01], [-0.42, 0.11, -0.33], [-0.05, 0.23, 0.19], [-0.17, -0.06, 0.08], [-0.15, -0.02, 0.18], [0.63, -0.21, 2.53], [-2.39, 0.55, -0.31], [-0.51, 0.80, -3.12]], "homo_energy_ev": -16.6, "total_charge": 2, "total_energy_ev": -19048.2353}

---

6.
{"formula": "C6H10Br2N3", "method": "ωB97M-V/def2-TZVPD", "species": ["C", "C", "Br", "C", "Br", "N", "C", "C", "N", "C", "N", "H", "H", "H", "H", "H", "H", "H", "H", "H", "H"], "positions_angstrom": [[-1.986192, -1.860516, 2.572955], [-1.503878, -1.060902, 1.225994], [-2.956074, -0.652918, -0.136440], [-0.092496, -0.588851, 0.953502], [1.287804, -0.980833, 2.348640], [0.115335, 0.167898, -0.339317], [-0.110028, 1.663742, -0.336148], [0.404576, 1.967568, -1.898253], [1.093763, 0.688605, -2.418137], [1.404600, -0.047723, -1.097923], [2.589395, -0.660717, -0.774597], [-3.161946, -1.690689, 2.689759], [-1.512894, -1.478849, 3.575705], [-1.816156, -3.019606, 2.399338], [0.578145, 2.246272, 0.421620], [-1.245978, 1.980040, -0.416875], [1.045196, 2.941351, -2.014768], [-0.549922, 2.018548, -2.597635], [0.232373, 0.215309, -2.825464], [2.834988, -1.619294, -1.164362], [3.349389, -0.228435, -0.167593]], "forces_ev_per_a": [[-1.12, 0.13, -0.67], [3.96, 1.13, 0.22], [1.94, -0.49, 1.60], [-5.47, -1.42, 0.59], [-1.38, 0.67, -1.73], [5.43, -0.88, 2.41], [-0.34, 1.43, -2.70], [-1.27, 0.45, -0.47], [-0.41, -0.96, 2.13], [-3.80, 1.94, -0.86], [-0.49, -0.66, -0.15], [2.66, -0.39, -0.43], [-0.53, -0.73, -2.27], [-0.20, 2.49, 0.45], [-1.76, -1.45, -1.25], [2.41, -0.97, 1.11], [-1.10, -2.15, 0.29], [2.04, 0.48, 1.64], [1.82, 0.09, 0.56], [-0.34, 2.06, 0.05], [-2.04, -0.78, -0.51]], "de_lowest_kcal_mol": 145.0, "homo_energy_ev": -12.5, "smiles": "C/C(Br)=C(\\Br)N1CCNC1=[NH2+]", "total_charge": 1, "total_energy_ev": -150926.4526}

---

7.
{"formula": "C6H10Br6O8S2", "method": "ωB97M-V/def2-TZVPD", "species": ["C", "Br", "Br", "Br", "H", "C", "Br", "Br", "Br", "H", "C", "C", "O", "S", "O", "O", "O", "H", "H", "H", "H", "C", "C", "O", "S", "O", "O", "O", "H", "H", "H", "H"], "positions_angstrom": [[-1.149119, 2.236453, -0.037404], [-0.409351, 3.083227, 1.512956], [-0.504287, 3.037509, -1.651319], [-3.070604, 2.342685, 0.060132], [-0.871958, 1.191152, -0.037279], [3.290791, 3.630045, 1.474750], [4.099482, 4.066790, 3.154847], [3.013591, 1.767788, 1.238258], [4.285685, 4.383005, 0.007389], [2.315442, 4.092714, 1.450885], [0.704046, -0.596571, -4.604728], [-0.514592, -0.329119, -3.743938], [0.003606, -0.221939, -2.419413], [1.420172, -0.940722, -2.279600], [1.302221, -2.059124, -1.430849], [2.402528, 0.043128, -2.065192], [1.504297, -1.448448, -3.788880], [1.219769, 0.331428, -4.868917], [0.485670, -1.127497, -5.527283], [-1.190630, -1.188982, -3.787914], [-1.089475, 0.550075, -4.021029], [-2.540998, -2.097128, 2.335355], [-2.198488, -2.307328, 3.811809], [-0.767794, -2.125907, 3.885258], [-0.121109, -1.924782, 2.447371], [0.967408, -2.793221, 2.310062], [0.014219, -0.540465, 2.192120], [-1.368916, -2.485759, 1.631622], [-2.764176, -1.046583, 2.129913], [-3.396606, -2.685133, 2.016569], [-2.423634, -3.305979, 4.176442], [-2.647197, -1.531297, 4.428008]], "forces_ev_per_a": [[-0.14, 0.12, 0.10], [0.06, 0.03, 0.15], [0.12, 0.07, -0.13], [-0.16, -0.18, -0.10], [0.08, -0.02, 0.05], [-0.11, 0.23, -0.22], [0.05, -0.01, 0.17], [0.10, -0.44, 0.01], [0.05, 0.06, -0.06], [-0.02, 0.08, 0.04], [-0.12, 0.43, -0.56], [-0.49, -0.70, -0.41], [-0.18, 0.26, 0.19], [-0.31, -0.25, -0.41], [-0.02, -0.39, 0.28], [0.57, 0.66, 0.27], [0.08, -0.09, 0.06], [0.21, -0.11, 0.25], [-0.10, -0.11, 0.09], [0.05, 0.02, 0.13], [0.27, 0.26, 0.21], [-0.56, 0.40, 0.25], [0.30, 0.45, -0.06], [-0.13, -0.09, 0.09], [-0.59, -0.01, 0.29], [0.74, -0.65, -0.22], [-0.01, 0.72, -0.20], [0.08, -0.29, -0.23], [0.12, -0.01, 0.01], [0.21, -0.24, -0.14], [-0.03, -0.01, -0.01], [-0.15, -0.19, 0.10]], "de_lowest_kcal_mol": 0.0, "homo_energy_ev": -9.8, "total_charge": 0, "total_energy_ev": -464686.9187}

---

8.
{"formula": "C6H10BrClNOS", "method": "ωB97M-V/def2-TZVPD", "species": ["C", "C", "C", "C", "C", "C", "N", "O", "S", "Cl", "Br", "H", "H", "H", "H", "H", "H", "H", "H", "H", "H"], "positions_angstrom": [[1.324888, -0.199207, 1.604261], [1.877287, -1.530496, 1.246425], [0.886544, 0.391093, 0.333350], [0.175324, -0.628183, -0.543451], [-1.694851, 1.160521, -1.846013], [-1.238498, -0.821039, -0.247063], [-2.185292, 0.099655, -0.904729], [-3.408947, -0.026542, -0.610483], [0.923327, -2.263624, -0.117237], [-0.847568, 2.923897, 0.742971], [2.509296, 1.156968, -0.478916], [0.383635, -0.294396, 2.215194], [2.069730, 0.286439, 2.207269], [2.890017, -1.358001, 0.684678], [2.071955, -2.275494, 2.015855], [0.199088, 1.235744, 0.622328], [0.394194, -0.609528, -1.569559], [-2.533769, 1.450064, -2.412440], [-1.402946, 2.054830, -1.318469], [-0.852901, 0.645539, -2.204773], [-1.540522, -1.398233, 0.580802]], "forces_ev_per_a": [[-1.53, -1.86, 1.54], [3.07, -1.28, -1.88], [-0.33, 2.01, -0.16], [0.94, -1.54, 1.42], [-0.74, -1.18, 2.04], [-3.28, 5.15, -3.75], [1.94, -3.66, 4.16], [0.70, 0.73, -0.88], [-0.01, -0.30, 0.53], [-0.32, 0.75, 0.37], [-0.20, 0.09, -0.54], [0.79, -0.08, -0.25], [0.05, 0.91, -0.02], [-1.41, -0.12, 1.53], [-0.26, 0.16, 0.21], [0.70, -0.21, -1.03], [0.25, 0.89, -1.39], [-0.70, -0.27, -1.43], [0.34, 0.05, 0.86], [0.93, 0.18, -1.78], [-0.92, -0.40, 0.46]], "de_lowest_kcal_mol": 6.5, "homo_energy_ev": [-4.6, -4.6], "total_charge": -1, "total_energy_ev": -103320.8048}

---

9.
{"formula": "C6H10BrNO", "method": "ωB97M-V/def2-TZVPD", "species": ["C", "C", "C", "C", "C", "C", "N", "O", "Br", "H", "H", "H", "H", "H", "H", "H", "H", "H", "H"], "positions_angstrom": [[-0.331209, -1.646386, -0.331403], [0.234762, -0.099821, 0.877757], [-0.144229, 0.945123, -0.147908], [-0.017859, -3.030102, 0.030693], [-1.130953, 1.934632, 0.458409], [1.021104, 1.759846, -0.766450], [-0.735604, -1.042351, -1.336011], [-0.870244, 0.291421, -1.256122], [2.099265, -0.366181, 1.300003], [-0.334455, -0.512867, 1.768057], [-0.882142, -3.869322, -0.160726], [0.308515, -3.203250, 1.124730], [0.746235, -3.437771, -0.561407], [-1.701775, 2.343442, -0.329513], [-0.568460, 2.824808, 1.041497], [-1.774963, 1.309586, 1.127007], [1.182363, 1.573223, -1.814610], [1.973194, 1.441843, -0.369642], [0.926454, 2.784127, -0.654360]], "forces_ev_per_a": [[1.56, 3.18, 2.38], [-0.80, -4.30, -1.47], [0.72, 1.03, 0.68], [-2.24, -2.93, 1.59], [0.95, 0.23, 2.35], [0.64, -2.54, -0.25], [-0.68, -1.20, -0.28], [0.07, 0.54, -0.07], [-0.21, -0.18, 0.16], [0.39, 1.73, -1.08], [1.56, 2.47, 0.48], [-0.61, 0.76, -1.70], [1.40, -0.24, -0.88], [-0.76, 0.67, -0.76], [-1.38, -2.29, -1.16], [0.16, 1.10, -0.31], [-0.58, -0.26, -0.59], [0.20, 0.23, 0.45], [-0.40, 1.97, 0.45]], "de_lowest_kcal_mol": 54.7, "homo_energy_ev": -9.0, "total_charge": 0, "total_energy_ev": -79959.9139}

---

10.
{"formula": "C6H10BrO3P", "method": "ωB97M-V/def2-TZVPD", "species": ["C", "C", "C", "O", "P", "O", "Br", "O", "C", "C", "C", "H", "H", "H", "H", "H", "H", "H", "H", "H", "H"], "positions_angstrom": [[4.836508, 0.292564, 0.051748], [3.520256, 0.413956, 0.668234], [2.478200, -0.036205, -0.036180], [1.199658, 0.039620, 0.397831], [-0.038789, -0.426656, -0.471840], [-0.113504, -0.312677, -1.927826], [-0.489600, -2.486279, 0.112793], [-1.093915, 0.427236, 0.374350], [-2.390495, 0.398095, -0.164518], [-3.434277, 0.266881, 0.640573], [-4.809983, -0.024753, 0.139475], [4.905331, 0.726043, -1.024729], [5.718498, 0.703881, 0.676939], [5.156959, -0.772485, -0.225482], [3.581026, 0.915398, 1.582665], [2.671870, -0.385409, -1.026970], [-2.488521, 0.290005, -1.241755], [-3.651735, 0.199697, 1.711148], [-5.638297, 0.380225, 0.688596], [-5.016786, 0.470049, -0.894888], [-4.902409, -1.079177, -0.030172]], "forces_ev_per_a": [[3.79, -0.72, -2.50], [-0.79, -0.78, -1.56], [1.85, 0.86, 1.00], [-0.91, -0.17, -0.19], [-0.92, 0.29, 0.56], [0.63, 0.18, 0.43], [0.23, 0.02, 0.07], [-0.10, -0.01, -0.96], [-0.50, -0.70, 1.37], [-1.69, -0.20, 0.37], [-0.42, 1.69, -3.95], [-0.14, -0.06, 1.89], [-1.62, -0.48, -1.05], [-0.57, 1.08, 0.89], [-0.98, 0.43, 1.47], [-0.32, -0.46, -0.55], [0.21, 0.34, 0.13], [2.12, 0.36, 0.15], [-0.09, -0.08, 0.92], [0.57, -0.95, 1.34], [-0.37, -0.66, 0.17]], "de_lowest_kcal_mol": 2.8, "homo_energy_ev": -9.2, "smiles": "C/C=C/OP(=O)(Br)O/C=C/C", "total_charge": 0, "total_energy_ev": -91858.1072}